1.
ORCA calculation (ωB97M-V/def2-TZVPD) on a cluster of 2 separate species, C6H16N2O2 in total.

Bonds (Å) are listed after each position.
Positions of all 26 atoms, in Å:
1 C 1.11695 -0.40516 0.67055  C2 1.530, C3 1.529, C4 1.535, N5 1.510
2 C 1.09897 -1.71371 -0.12279  C1 1.530, H8 1.091, H11 1.087, H12 1.092
3 C 2.31565 0.46609 0.29253  C1 1.529, H9 1.093, H13 1.089, H14 1.091
4 C 1.11454 -0.70941 2.17464  C1 1.535, H10 1.092, H15 1.091, H16 1.093
5 N -0.15479 0.36755 0.41285  C1 1.510, H6 1.019, H7 1.086, C18 1.571
6 H -0.23635 1.12719 1.08721  N5 1.019
7 H -1.09574 -0.17501 0.41288  N5 1.086
8 H 1.92606 -2.34311 0.20881  C2 1.091
9 H 2.31931 1.39859 0.86185  C3 1.093
10 H 0.24345 -1.30568 2.45410  C4 1.092
11 H 1.21876 -1.53315 -1.18802  C2 1.087
12 H 0.16749 -2.25908 0.04145  C2 1.092
13 H 2.29538 0.70630 -0.76962  C3 1.089
14 H 3.24162 -0.06788 0.51257  C3 1.091
15 H 2.01067 -1.27220 2.43909  C4 1.091
16 H 1.11205 0.20925 2.76714  C4 1.093
17 C -3.37529 0.61607 -0.67004  O20 1.394, H24 1.101, H25 1.104, H26 1.101
18 C -0.53199 1.09331 -0.92853  N5 1.571, N19 1.396, O21 1.209
19 N -0.01977 0.46837 -2.06745  C18 1.396, H22 1.013, H23 1.013
20 O -2.16918 -0.08343 -0.67241  C17 1.394
21 O -0.76664 2.27526 -0.82471  C18 1.209
22 H -0.16907 1.08135 -2.85963  N19 1.013
23 H -0.48638 -0.41727 -2.22426  N19 1.013
24 H -3.97988 0.39906 0.22469  C17 1.101
25 H -3.20124 1.70661 -0.68649  C17 1.104
26 H -3.99457 0.37009 -1.54643  C17 1.101

Computed properties:
LUMO level ... 0.61 eV
Orbital gap ... 9.09 eV
E ... -13555.7040 eV
Energy above the lowest of the compared OMol25 structures with the same formula, charge and spin ... 56.4 kcal/mol

The computed Mulliken charges, all in e, follow:
1. C 1.42
2. C -1.72
3. C -1.73
4. C -1.67
5. N -0.11
6. H 0.45
7. H 0.56
8. H 0.46
9. H 0.39
10. H 0.41
11. H 0.38
12. H 0.40
13. H 0.40
14. H 0.46
15. H 0.41
16. H 0.43
17. C -0.64
18. C 0.33
19. N -0.43
20. O -0.74
21. O -0.65
22. H 0.28
23. H 0.27
24. H 0.21
25. H 0.26
26. H 0.18

2.
ORCA calculation (ωB97M-V/def2-TZVPD) on the ion C6H16N2O5P with charge +1 at a distorted geometry.

Bonds (Å) are listed after each position.
Positions of all 30 atoms, in Å:
1 O 4.51226 1.04623 0.98314  P2 1.511
2 P 3.17271 0.36379 0.82750  O1 1.511, O3 1.683, O4 1.706, C5 1.890
3 O 3.29794 -1.13930 0.08101  P2 1.683, H15 0.974
4 O 2.50743 0.06160 2.36950  P2 1.706, H16 0.974
5 C 1.93466 1.49333 -0.04627  P2 1.890, C6 1.604, H17 1.126, H18 1.127
6 C 0.49199 0.79592 0.02813  C5 1.604, C7 1.576, N14 1.484, H19 1.129
7 C -0.13081 0.79392 -1.41923  C6 1.576, N8 1.501, H20 1.129, H21 1.128
8 N -1.56170 0.34457 -1.48453  C7 1.501, C9 1.497, H22 1.035, H23 1.026
9 C -2.17071 -0.07581 -0.18369  N8 1.497, C10 1.600, C13 1.581, H24 1.129
10 C -2.12396 -1.65876 0.04772  C9 1.600, O11 1.427, H25 1.126, H26 1.126
11 O -0.82930 -2.22012 -0.16444  C10 1.427, O12 1.404
12 O -0.75800 -2.82883 -1.42734  O11 1.404, H27 0.977
13 C -1.63154 0.67365 1.09913  C9 1.581, N14 1.487, H28 1.131, H29 1.129
14 N -0.45334 1.55508 0.88320  C6 1.484, C13 1.487, H30 1.027
15 H 2.72928 -1.74464 0.59043  O3 0.974
16 H 1.92425 -0.71621 2.30523  O4 0.974
17 H 1.89454 2.50060 0.45616  C5 1.126
18 H 2.27224 1.59222 -1.11746  C5 1.127
19 H 0.68761 -0.25072 0.40364  C6 1.129
20 H -0.12359 1.87156 -1.75657  C7 1.129
21 H 0.53953 0.26369 -2.15487  C7 1.128
22 H -1.58093 -0.48809 -2.09818  N8 1.035
23 H -2.16272 1.03565 -1.94607  N8 1.026
24 H -3.27197 0.16206 -0.25536  C9 1.129
25 H -2.94224 -2.17097 -0.53187  C10 1.126
26 H -2.38821 -1.79655 1.13407  C10 1.126
27 H 0.04452 -2.44974 -1.83546  O12 0.977
28 H -1.40224 -0.06989 1.91960  C13 1.131
29 H -2.46060 1.32880 1.49626  C13 1.129
30 H -0.01708 1.72700 1.79663  N14 1.027

Computed properties:
LUMO level ... -3.66 eV
Orbital gap ... 9.65 eV
E ... -28979.3333 eV
Total charge ... +1

The computed Mulliken charges, all in e, follow:
1. O -0.63
2. P 0.83
3. O -0.47
4. O -0.53
5. C -0.69
6. C 0.80
7. C -1.35
8. N 0.05
9. C 0.14
10. C -0.96
11. O -0.12
12. O -0.41
13. C -0.76
14. N -0.54
15. H 0.34
16. H 0.34
17. H 0.40
18. H 0.38
19. H -0.04
20. H 0.36
21. H 0.35
22. H 0.41
23. H 0.44
24. H 0.43
25. H 0.40
26. H 0.40
27. H 0.33
28. H 0.40
29. H 0.31
30. H 0.33

3.
ORCA calculation (ωB97M-V/def2-TZVPD) on a cluster of 2 separate species, C6H16N3O2 in total.

Bonds (Å) are listed after each position.
Positions of all 27 atoms, in Å:
1 C 2.34856 -1.11595 0.06675  N7 1.460, N9 1.431, H12 1.095, H13 1.101
2 C -1.42138 1.34118 0.45686  C4 1.330, O10 1.368, H14 1.081
3 C 0.99709 0.06505 -1.61501  N7 1.295, N8 1.312, H15 1.085
4 C -2.12401 0.21973 0.32235  C2 1.330, O11 1.382, H16 1.079
5 C 0.44854 2.75627 0.55316  O10 1.415, H17 1.089, H18 1.091, H19 1.096
6 C -2.42853 -2.12592 0.18649  O11 1.420, H20 1.091, H21 1.089, H22 1.094
7 N 1.13374 -0.83280 -0.69117  C1 1.460, C3 1.295, H23 1.025
8 N -0.12420 0.27869 -2.26187  C3 1.312, H24 1.007, H25 1.013
9 N 1.96996 -1.25963 1.43957  C1 1.431, H26 1.009, H27 1.013
10 O -0.06494 1.45848 0.31884  C2 1.368, C5 1.415
11 O -1.59272 -1.00221 -0.04540  C4 1.382, C6 1.420
12 H 2.75722 -2.06893 -0.28630  C1 1.095
13 H 3.07545 -0.31852 -0.15304  C1 1.101
14 H -1.95919 2.24271 0.71366  C2 1.081
15 H 1.88786 0.59379 -1.93794  C3 1.085
16 H -3.18970 0.24585 0.49069  C4 1.079
17 H 1.53254 2.65385 0.56596  C5 1.089
18 H 0.11366 3.15415 1.51261  C5 1.091
19 H 0.15504 3.44882 -0.24375  C5 1.096
20 H -2.96544 -2.03801 1.13200  C6 1.091
21 H -1.77727 -2.99779 0.22509  C6 1.089
22 H -3.14922 -2.24700 -0.62822  C6 1.094
23 H 0.27993 -1.23773 -0.29407  N7 1.025
24 H -0.19893 0.99848 -2.96178  N8 1.007
25 H -0.96728 -0.16919 -1.92439  N8 1.013
26 H 2.57476 -1.88033 1.95665  N9 1.009
27 H 1.90352 -0.37407 1.92697  N9 1.013

Computed properties:
LUMO level ... -2.45 eV
Orbital gap ... 9.53 eV
E ... -15039.5728 eV
Total charge ... +1
Energy above the lowest of the compared OMol25 structures with the same formula, charge and spin ... 39.1 kcal/mol

The computed Mulliken charges, all in e, follow:
1. C -0.58
2. C -0.23
3. C 0.01
4. C -0.29
5. C -0.89
6. C -0.90
7. N 0.02
8. N -0.26
9. N -0.51
10. O -0.08
11. O -0.44
12. H 0.38
13. H 0.37
14. H 0.38
15. H 0.41
16. H 0.42
17. H 0.27
18. H 0.35
19. H 0.35
20. H 0.36
21. H 0.28
22. H 0.33
23. H 0.35
24. H 0.23
25. H 0.26
26. H 0.25
27. H 0.17

4.
ORCA calculation (ωB97M-V/def2-TZVPD) on a cluster of 2 separate species, C6H16N5 in total at a distorted geometry.

Bonds (Å) are listed after each position.
Positions of all 27 atoms, in Å:
1 C -0.89766 1.83410 0.21481  C4 1.606, N11 1.482, H12 1.044, H13 1.122
2 C 2.62713 0.52656 0.30019  N7 1.452, N8 1.460, H14 1.071, H15 1.164
3 C -1.56276 0.28316 -1.44718  N9 1.538, N11 1.417, H16 1.056, H17 1.029
4 C 0.34672 0.85393 0.47974  C1 1.606, C5 1.464, N7 1.486, H18 1.078
5 C 0.60520 -0.15389 -0.54984  C4 1.464, N8 1.316, N9 1.286
6 C -2.70108 0.22355 0.79634  N11 1.490, H19 1.072, H20 1.164, H21 1.090
7 N 1.65234 1.53653 0.67037  C2 1.452, C4 1.486, H22 0.966
8 N 1.90815 -0.28826 -0.67502  C2 1.460, C5 1.316, H23 1.094
9 N -0.35590 -0.64827 -1.24615  C3 1.538, C5 1.286, H24 1.061
10 N 1.01648 -2.69330 0.48941  H25 0.989, H26 0.968, H27 0.997
11 N -1.99240 0.96704 -0.28238  C1 1.482, C3 1.417, C6 1.490
12 H -1.09227 2.37727 1.08483  C1 1.044
13 H -0.74226 2.61315 -0.57758  C1 1.122
14 H 3.55085 0.90340 -0.08920  C2 1.071
15 H 2.79413 -0.12303 1.25094  C2 1.164
16 H -1.27370 0.84637 -2.29177  C3 1.056
17 H -2.28167 -0.41490 -1.68182  C3 1.029
18 H 0.10984 0.30022 1.37401  C4 1.078
19 H -3.67264 -0.10386 0.48491  C6 1.072
20 H -2.00833 -0.59844 1.24308  C6 1.164
21 H -2.79780 0.83884 1.69077  C6 1.090
22 H 1.82618 2.15011 -0.05507  N7 0.966
23 H 2.28170 -1.13147 -1.26312  N8 1.094
24 H -0.22936 -1.38370 -2.00025  N9 1.061
25 H 0.62028 -3.53891 0.16457  N10 0.989
26 H 1.84099 -3.04757 0.85218  N10 0.968
27 H 0.42783 -2.12865 1.06323  N10 0.997

Computed properties:
LUMO level ... -2.73 eV
Orbital gap ... 10.16 eV
E ... -13924.5991 eV
Total charge ... +1
Energy above the lowest of the compared OMol25 structures with the same formula, charge and spin ... 39.2 kcal/mol

The computed Mulliken charges, all in e, follow:
1. C -1.27
2. C -0.52
3. C -0.75
4. C 0.72
5. C -0.19
6. C -0.74
7. N -0.49
8. N -0.05
9. N -0.07
10. N -0.55
11. N 0.06
12. H 0.40
13. H 0.36
14. H 0.37
15. H 0.25
16. H 0.41
17. H 0.37
18. H 0.20
19. H 0.34
20. H 0.20
21. H 0.31
22. H 0.35
23. H 0.35
24. H 0.33
25. H 0.20
26. H 0.21
27. H 0.19